(w)
{"formula": "C9H14", "method": "ωB97M-V/def2-TZVPD", "elements": ["H", "H", "H", "C", "C", "H", "C", "H", "C", "H", "H", "C", "C", "H", "H", "H", "H", "C", "C", "H", "H", "H", "C"], "coordinates": [[2.478, -3.460, 1.763], [0.623, 0.839, -2.843], [0.881, -3.319, 3.514], [-0.104, 1.352, -0.848], [-1.459, 1.474, -2.847], [1.047, -3.968, 1.143], [1.649, -3.100, 1.486], [1.307, 2.399, 0.022], [-2.406, 1.787, -0.573], [1.511, 0.701, 0.567], [-3.643, 1.875, -2.223], [-0.259, 1.203, -2.250], [-1.185, 1.427, -0.007], [1.571, -2.396, 0.664], [-1.275, 1.486, -4.040], [-3.128, 1.850, 0.298], [2.182, 1.371, -0.984], [-2.612, 1.806, -1.947], [0.932, -2.591, 2.700], [0.056, -2.012, 2.377], [-1.048, 1.665, 1.053], [1.658, -1.857, 3.263], [1.222, 1.465, -0.288]], "lowdin_charge": [-0.02, 0.12, 0.06, -0.33, -0.07, 0.08, -0.17, 0.02, -0.12, 0.12, 0.08, -0.10, -0.08, 0.07, 0.14, 0.12, 0.12, -0.07, -0.18, 0.06, 0.12, 0.09, -0.08], "lumo_ev": 0.9, "e_homo_ev": -8.8, "homo_lumo_gap_ha": 0.357}

---

(x)
{"formula": "C9H14", "method": "ωB97M-V/def2-TZVPD", "elements": ["C", "H", "H", "H", "C", "H", "H", "H", "H", "C", "H", "C", "H", "H", "C", "C", "H", "C", "H", "C", "H", "H", "C"], "coordinates": [[-2.129, 0.642, 0.198], [2.091, -0.418, 1.534], [2.586, 1.782, 0.655], [-3.393, 0.749, 2.177], [-2.260, 0.767, 1.728], [0.863, -2.596, 1.505], [-1.560, 0.120, 2.174], [1.805, 2.409, -0.784], [0.905, 0.392, -2.666], [-0.001, -1.271, -1.737], [-0.648, -1.478, -2.605], [0.784, -1.816, 0.539], [-2.621, 1.518, -0.284], [3.378, 1.475, -0.745], [2.335, 1.551, -0.388], [1.583, 0.186, -0.557], [-1.061, 0.405, -0.062], [-0.011, -2.113, -0.604], [-0.692, -2.940, -0.520], [0.909, -0.140, -1.711], [-2.646, -0.231, -0.467], [-1.723, 1.637, 2.024], [1.504, -0.631, 0.596]], "lowdin_charge": [-0.19, 0.12, 0.06, 0.12, -0.18, 0.16, 0.02, 0.07, 0.11, -0.08, 0.11, -0.11, 0.06, 0.08, -0.05, -0.28, 0.03, -0.12, 0.09, -0.07, 0.10, 0.04, -0.09], "lumo_ev": 1.0, "e_homo_ev": -9.2, "homo_lumo_gap_ha": 0.374}

---

(y)
{"formula": "C9H14", "method": "ωB97M-V/def2-TZVPD", "elements": ["C", "C", "C", "H", "H", "H", "H", "C", "H", "C", "H", "H", "C", "H", "C", "C", "H", "H", "H", "C", "H", "H", "H"], "coordinates": [[-0.278, -0.847, 0.764], [2.960, 0.625, -0.473], [-1.197, -1.447, -1.455], [-0.929, -0.948, -2.323], [-1.829, 0.597, 3.528], [1.656, 0.928, -2.131], [2.785, -0.458, -0.835], [-0.485, -0.475, 2.150], [2.484, 0.577, 0.495], [-2.334, 0.011, 0.121], [-0.363, -2.148, -1.162], [3.027, 1.877, -2.248], [-1.243, -0.663, -0.147], [-3.064, 0.218, -0.664], [-1.685, 0.167, 2.381], [2.262, 1.570, -1.484], [0.055, -0.954, 2.897], [1.698, 2.370, -1.144], [4.037, 0.778, -0.404], [-2.600, 0.538, 1.392], [-3.560, 1.105, 1.751], [-2.028, -2.123, -1.521], [0.631, -1.298, 0.510]], "lowdin_charge": [-0.05, -0.17, -0.02, 0.05, 0.15, 0.05, 0.08, -0.06, 0.04, -0.10, 0.09, 0.08, -0.34, 0.12, -0.14, -0.16, 0.08, 0.03, 0.05, -0.08, 0.14, 0.08, 0.08], "lumo_ev": 1.0, "e_homo_ev": -9.2, "homo_lumo_gap_ha": 0.375}

---

Which one sits at the bottom of the stability order? (w) does.

---

(w)
{"formula": "C9H14", "method": "ωB97M-V/def2-TZVPD", "elements": ["H", "C", "C", "C", "H", "H", "C", "H", "C", "C", "H", "C", "H", "H", "C", "H", "H", "C", "H", "H", "H", "H", "H"], "coordinates": [[2.308, -0.245, -2.929], [1.876, -0.823, -1.981], [0.071, -2.126, -1.075], [0.786, -1.642, -2.228], [-2.623, 0.334, 1.436], [0.386, -1.805, -3.176], [-1.935, 2.373, 0.547], [-0.172, -2.030, 1.085], [1.593, 0.009, 1.662], [0.468, -1.784, 0.246], [1.925, -0.380, 2.639], [1.468, -0.908, 0.493], [-1.259, 2.373, 1.432], [-1.171, 2.702, -0.213], [2.187, -0.478, -0.637], [-2.170, 0.404, -0.301], [-2.628, 3.160, 0.747], [-2.603, 1.012, 0.539], [3.067, -0.065, -0.525], [2.265, 0.934, 1.379], [-0.779, -2.689, -1.210], [0.670, 0.617, 1.787], [-3.726, 1.055, 0.282]], "lowdin_charge": [0.14, -0.08, -0.05, -0.09, 0.07, 0.07, -0.19, 0.11, -0.06, -0.07, 0.08, -0.30, 0.05, 0.08, -0.06, 0.06, 0.04, -0.20, 0.05, 0.11, 0.06, 0.07, 0.08], "lumo_ev": 1.0, "e_homo_ev": -8.9, "homo_lumo_gap_ha": 0.363}

---

(x)
{"formula": "C9H14", "method": "ωB97M-V/def2-TZVPD", "elements": ["C", "C", "C", "H", "C", "H", "H", "C", "H", "C", "H", "H", "C", "H", "H", "H", "H", "H", "C", "C", "H", "H", "H"], "coordinates": [[0.741, 0.211, 0.532], [-0.355, 2.240, 0.903], [1.138, 1.483, 2.528], [0.635, -0.937, -1.318], [1.433, 0.544, 1.657], [2.151, -1.118, -0.281], [-2.324, -1.422, -3.512], [1.013, -1.016, -0.302], [-0.854, 3.102, 0.693], [0.097, 2.400, 2.258], [-0.496, -1.963, -3.645], [1.503, 1.539, 3.444], [-1.641, -3.020, -2.274], [-1.609, -2.418, -1.547], [-1.921, -2.797, -4.369], [0.428, -1.952, 0.043], [-0.744, -3.696, -2.277], [-2.512, -3.647, -2.167], [-1.617, -2.253, -3.529], [-0.115, 1.258, 0.034], [2.241, -0.166, 1.941], [-0.451, 1.338, -0.932], [-0.211, 3.044, 3.094]], "lowdin_charge": [-0.26, -0.11, -0.11, 0.05, -0.11, 0.10, 0.07, -0.06, 0.07, -0.02, 0.10, 0.06, -0.18, -0.03, 0.04, 0.10, 0.10, 0.07, -0.17, -0.03, 0.13, 0.09, 0.11], "lumo_ev": 1.0, "e_homo_ev": -8.7, "homo_lumo_gap_ha": 0.357}

---

(y)
{"formula": "C9H14", "method": "ωB97M-V/def2-TZVPD", "elements": ["H", "C", "H", "C", "H", "H", "H", "H", "H", "H", "H", "C", "H", "C", "H", "H", "H", "C", "C", "C", "C", "C", "H"], "coordinates": [[-1.486, 1.297, 0.568], [0.229, 0.379, 1.654], [-0.712, 2.170, -2.192], [-0.434, 2.656, -1.264], [-2.096, -3.197, 0.831], [2.128, 1.607, -1.472], [-0.493, -2.578, 1.170], [-1.131, 3.300, -0.747], [-0.144, -1.414, -0.793], [-0.291, 0.245, 2.598], [0.279, 3.452, -1.559], [0.264, 1.595, -0.426], [3.142, -0.033, -0.006], [1.580, 0.062, 1.524], [-0.659, -3.807, 0.026], [-1.431, -2.172, -1.720], [-1.771, -0.968, -0.505], [1.551, 1.141, -0.684], [2.193, 0.380, 0.317], [-1.149, -1.836, -0.722], [-0.432, 1.061, 0.670], [-1.167, -2.897, 0.366], [2.029, -0.443, 2.364]], "lowdin_charge": [0.11, -0.11, 0.08, -0.05, 0.06, 0.11, 0.05, 0.07, 0.05, 0.11, 0.08, -0.29, 0.10, -0.09, 0.06, 0.06, 0.05, -0.05, -0.09, -0.17, -0.09, -0.16, 0.10], "lumo_ev": 1.0, "e_homo_ev": -9.0, "homo_lumo_gap_ha": 0.368}

---

(z)
{"formula": "C9H14", "method": "ωB97M-V/def2-TZVPD", "elements": ["C", "H", "H", "H", "H", "H", "H", "H", "C", "C", "H", "C", "H", "C", "C", "C", "H", "H", "H", "H", "C", "C", "H"], "coordinates": [[1.557, 2.554, -0.826], [-1.438, -0.968, 1.399], [0.484, 4.176, 0.105], [-1.593, 0.453, -0.280], [-1.498, 2.753, 0.604], [2.392, 0.937, -1.771], [0.335, -3.323, 2.129], [0.094, -0.914, 2.201], [0.525, 3.123, -0.129], [-0.699, 1.052, -0.374], [0.940, -0.934, -2.686], [-0.659, 2.361, 0.038], [2.474, 3.079, -1.029], [0.122, -0.792, -1.969], [-0.819, -1.499, 2.119], [1.463, 1.215, -1.296], [-0.222, -3.005, 0.534], [-1.161, -1.743, 3.118], [0.030, -1.810, -1.595], [-0.796, -0.682, -2.574], [0.292, 0.499, -1.236], [-0.534, -2.926, 1.570], [-1.289, -3.605, 1.948]], "lowdin_charge": [-0.09, 0.04, 0.10, 0.10, 0.10, 0.10, 0.06, 0.06, -0.09, -0.07, 0.08, -0.08, 0.10, -0.05, -0.15, -0.06, 0.04, 0.06, 0.06, 0.09, -0.27, -0.16, 0.05], "lumo_ev": 1.0, "e_homo_ev": -9.1, "homo_lumo_gap_ha": 0.372}

---

Which one sits at the bottom of the stability order? (x) does.

---

(w)
{"formula": "C9H14", "method": "ωB97M-V/def2-TZVPD", "elements": ["H", "C", "H", "H", "H", "H", "C", "H", "H", "C", "H", "H", "H", "C", "C", "H", "C", "C", "H", "C", "C", "H", "H"], "coordinates": [[2.127, -1.581, 2.912], [0.386, 1.742, -3.018], [-0.108, 3.073, -1.430], [-0.830, 1.450, -1.222], [1.448, 1.647, -3.192], [2.107, 0.173, 2.197], [-1.859, -1.217, 1.791], [0.838, 1.851, -0.803], [1.250, -0.982, -0.497], [0.533, -1.090, 1.537], [-0.182, 2.415, -3.654], [2.622, -1.178, 1.278], [-0.450, -0.997, 3.416], [0.385, -0.978, 0.152], [0.046, 1.999, -1.535], [-0.095, 0.793, -3.303], [1.949, -0.897, 2.088], [-0.880, -0.911, -0.412], [-1.089, -0.802, -1.461], [-1.989, -1.080, 0.433], [-0.577, -1.170, 2.355], [-2.707, -1.413, 2.422], [-2.924, -0.846, -0.056]], "lowdin_charge": [0.08, -0.15, 0.06, 0.04, 0.06, 0.08, -0.09, 0.06, 0.11, -0.28, 0.06, 0.07, 0.11, -0.07, -0.17, 0.05, -0.05, -0.10, 0.09, -0.10, -0.05, 0.10, 0.10], "lumo_ev": 1.0, "e_homo_ev": -9.0, "homo_lumo_gap_ha": 0.370}

---

(x)
{"formula": "C9H14", "method": "ωB97M-V/def2-TZVPD", "elements": ["C", "H", "H", "H", "C", "C", "C", "H", "H", "H", "H", "H", "H", "C", "C", "C", "H", "C", "H", "C", "H", "H", "H"], "coordinates": [[-3.981, -0.051, -0.180], [-0.173, -0.607, -1.760], [-3.691, 1.034, 1.796], [3.445, 0.412, 0.234], [1.699, 0.232, 1.460], [2.457, -0.083, -2.277], [2.369, 0.290, 0.263], [-3.467, 0.231, -1.105], [2.217, 0.146, 2.404], [-4.235, -1.111, -0.153], [-0.181, -0.061, 2.468], [-5.019, 0.318, -0.248], [-1.238, -0.929, 0.447], [0.430, -0.412, -0.872], [1.761, 0.035, -0.976], [0.338, -0.114, 1.528], [-2.679, -0.243, 1.552], [-3.176, 0.539, 0.957], [2.900, 0.872, -2.577], [-0.255, -0.519, 0.318], [-2.459, 1.312, 0.670], [3.318, -0.773, -2.195], [1.870, -0.486, -3.092]], "lowdin_charge": [-0.17, 0.11, 0.07, 0.11, -0.10, -0.06, -0.07, 0.06, 0.10, 0.06, 0.09, 0.06, 0.07, -0.05, -0.27, -0.08, 0.05, -0.20, 0.08, -0.11, 0.07, 0.09, 0.07], "lumo_ev": 1.0, "e_homo_ev": -8.8, "homo_lumo_gap_ha": 0.362}

---

Which one sits at the bottom of the stability order? (x) does.